Density functional theory data (wB97M-V/def2-TZVPD) for one molecule with the formula C5H5Cl2NO3.

Results
Multiplicity   1
Energy relative to the best compared isomer or geometry (same formula, charge and spin)   0.000 eV
Highest occupied orbital energy (spin up / spin down)   -9.8 / -9.5 eV

The geometry in XYZ format:
```
16
Properties=species:S:1:pos:R:3:nbo_charge:R:1
C 0.60864 0.14321 0.80045 0.839
C -0.41441 -1.53543 -0.61265 0.638
C -1.17676 2.20270 -0.10840 -0.010
C 0.28183 2.27585 -0.15830 -0.045
C 0.44863 -2.62557 -0.07768 -0.716
N -0.15622 -0.29303 -0.22893 -0.504
O 1.21115 -0.44191 1.68632 -0.571
O -1.38633 -1.80811 -1.31383 -0.590
O 0.86217 1.56167 0.83127 -0.500
Cl -2.01018 2.09252 1.37572 0.166
Cl 0.82658 1.82091 -1.79508 0.004
H -1.73975 1.82460 -0.95419 0.258
H 0.72187 3.29740 0.24720 0.276
H 0.15090 -3.56069 -0.60135 0.251
H 0.22782 -2.38733 0.98267 0.262
H 1.54407 -2.56678 -0.07323 0.243
```


Density functional theory data (wB97M-V/def2-TZVPD) for C15H17CsNNbO5S as an isolated structure.

Results
Multiplicity   1
Highest occupied orbital energy   -7.3 eV

The geometry in XYZ format:
```
41
Properties=species:S:1:pos:R:3:lowdin_charge:R:1
O 3.26218 2.03699 2.11692 -0.478
C 3.22384 0.80221 1.89442 -0.317
O 2.13681 0.08171 2.22285 -0.027
C 2.10795 -1.09289 1.27780 -0.229
C 0.61544 -1.55832 1.00523 -0.316
Nb 0.41417 -2.18154 -1.18064 1.569
O 2.41864 -2.75612 -1.21891 -0.487
S -0.09451 -4.59339 -0.59036 0.175
O -1.62146 -1.76368 -1.27258 -0.318
C -2.24967 -1.74110 -0.06455 -0.591
O -2.51522 -2.70740 0.61266 0.054
C -2.74014 -0.36047 0.50886 -0.128
C -3.41476 0.53111 -0.44784 -0.025
C -3.89991 1.86596 -0.06799 -0.076
C -3.67953 2.29447 1.31091 -0.096
C -3.03297 1.38886 2.27612 -0.079
C -2.55477 0.05039 1.89412 -0.030
C 0.95382 -0.05786 -1.84879 -0.281
C 0.26670 1.05860 -1.16118 -0.077
C 0.66207 2.38683 -1.70736 -0.062
C 1.65816 2.38056 -2.76873 -0.192
N 2.30584 1.34734 -3.35900 0.017
C 1.94260 0.10710 -2.91538 -0.193
H 4.12952 0.36063 1.40287 0.173
H 2.62364 -0.74665 0.35092 0.078
H 2.60842 -1.94581 1.79721 0.126
H -0.00132 -0.62132 1.16815 0.030
H 0.34796 -2.35461 1.75269 0.050
H 0.32865 -2.69821 -2.94037 -0.095
H 2.91960 -2.21522 -1.85402 -0.031
H 0.20326 -4.74728 0.73718 -0.253
H -3.58600 0.23152 -1.51256 0.117
H -4.39111 2.49871 -0.84643 0.097
H -4.03035 3.31042 1.59908 0.088
H -2.89875 1.78786 3.30725 0.086
H -2.06512 -0.62230 2.63788 0.114
H -0.46112 0.93084 -0.33253 0.071
H 0.21735 3.33347 -1.30551 0.090
H 1.93383 3.39853 -3.16000 0.097
H 2.44963 -0.77992 -3.37438 0.088
Cs 3.50664 3.35996 4.05599 1.265
```


Density functional theory data (wB97M-V/def2-TZVPD) for one molecule with the formula C6H10.

Results
Multiplicity   1
Energy relative to the best compared isomer or geometry (same formula, charge and spin)   6.168 eV
Highest occupied orbital energy (spin up / spin down)   -6.9 / -6.9 eV

The geometry in XYZ format:
```
16
Properties=species:S:1:pos:R:3:nbo_charge:R:1
C 2.51955 0.35831 0.09409 -0.671
C 1.04387 0.10748 -0.19775 -0.126
C 0.06162 0.97573 -0.10915 -0.350
C -1.58540 0.75082 -0.36401 -0.455
C -1.64157 -0.44574 0.42423 -0.117
C -0.78856 -1.46534 -0.12029 -0.593
H 3.21261 -0.28085 -0.47384 0.216
H 2.89461 1.39896 0.01508 0.189
H 2.66268 0.07322 1.14650 0.222
H 0.06382 1.99041 0.27271 0.190
H -2.12200 1.62054 0.03419 0.221
H -1.80610 0.64317 -1.43529 0.235
H -1.85160 -0.43698 1.49715 0.232
H -1.96485 -1.80500 -0.13787 0.283
H -0.49692 -1.36803 -1.15794 0.261
H -0.20176 -2.11672 0.51219 0.264
```


Density functional theory data (wB97M-V/def2-TZVPD) for C36H96AsF6N6O12 as an isolated structure.

Results
Multiplicity   1
Total charge   +5
Highest occupied orbital energy   -12.8 eV

The geometry in XYZ format:
```
157
Properties=species:S:1:pos:R:3:lowdin_charge:R:1
C 9.78925 -4.19659 -0.73426 -0.090
O 9.60166 -4.62710 0.56394 -0.200
C 9.03256 -5.86782 0.63406 -0.236
C 8.74592 -6.21985 2.12725 -0.063
N 10.02456 -5.86897 2.87701 0.059
H 10.78908 -6.33162 2.42728 0.163
H 10.14231 -4.85353 2.70942 0.175
C 10.06174 -6.18550 4.39814 -0.044
C 9.81255 -7.66615 4.66582 -0.221
O 8.46784 -8.01658 4.47261 -0.208
C 7.93934 -8.85152 5.49075 -0.060
H 10.19899 -5.03309 -1.31175 0.105
H 10.52902 -3.41631 -0.81128 0.096
H 8.86047 -3.75982 -1.12323 0.104
H 9.59203 -6.67885 0.17382 0.135
H 8.03692 -5.75371 0.11900 0.150
H 8.50495 -7.26510 2.26760 0.119
H 7.90213 -5.55438 2.57067 0.173
H 9.25840 -5.55826 4.77314 0.135
H 11.06643 -5.91115 4.77257 0.149
H 10.04741 -7.88185 5.72952 0.138
H 10.54420 -8.31318 4.15686 0.143
H 6.87289 -8.91409 5.25348 0.107
H 8.21401 -8.54100 6.46565 0.084
H 8.32201 -9.83545 5.37763 0.086
C -0.74966 -4.58757 4.25715 -0.027
O -1.62202 -3.93558 5.22467 -0.173
C -2.94507 -4.06687 5.15969 -0.284
C -3.64891 -2.81556 5.66810 -0.076
N -3.02283 -1.60521 5.03993 0.082
H -2.06936 -1.55332 5.24760 0.149
H -3.07018 -1.60128 3.99678 0.152
C -3.69632 -0.34352 5.51301 -0.092
C -5.14564 -0.16547 5.06094 -0.194
O -5.26315 -0.12728 3.64317 -0.212
C -4.93116 1.12164 3.02908 -0.064
H -1.33969 -5.27379 3.61702 0.096
H 0.10533 -5.08268 4.76497 0.099
H -0.34746 -3.81070 3.52599 0.094
H -3.42842 -4.94578 5.68906 0.163
H -3.22363 -4.09982 4.14045 0.088
H -3.66647 -2.67172 6.75147 0.146
H -4.69805 -2.93964 5.29912 0.136
H -3.13227 0.41556 4.99506 0.123
H -3.63090 -0.25969 6.60914 0.151
H -5.44597 0.78971 5.53850 0.141
H -5.76828 -0.96358 5.52838 0.131
H -5.41704 1.11436 2.03327 0.108
H -3.87101 1.14380 2.96704 0.062
H -5.28063 1.96239 3.64152 0.101
C 0.17010 -3.02156 -10.81706 -0.012
O -0.10704 -3.06270 -9.35698 -0.204
C -0.38912 -4.32453 -8.88280 -0.233
C -0.93090 -4.17713 -7.39104 -0.051
N 0.18907 -3.51048 -6.63163 0.036
H 1.08572 -3.87301 -6.95033 0.187
H 0.13336 -2.50578 -6.84218 0.178
C 0.07660 -3.64782 -5.20464 -0.099
C 1.12544 -2.70524 -4.44137 -0.190
O 1.07558 -1.43765 -5.04540 -0.208
C 1.57518 -0.42436 -4.12238 -0.047
H -0.74222 -3.30585 -11.36413 0.103
H 1.00391 -3.69398 -11.00360 0.089
H 0.55738 -2.02367 -11.06839 0.098
H 0.50998 -4.92969 -8.86504 0.124
H -1.16463 -4.92082 -9.40010 0.142
H -1.23972 -5.16447 -7.04754 0.140
H -1.79737 -3.57070 -7.28347 0.126
H 0.30622 -4.66451 -4.82826 0.152
H -0.95215 -3.39381 -5.00275 0.133
H 2.15836 -3.10306 -4.50839 0.134
H 0.90121 -2.62999 -3.35592 0.130
H 2.59960 -0.60419 -3.85438 0.088
H 0.92081 -0.35135 -3.22316 0.108
H 1.58621 0.46846 -4.68120 0.076
C -3.85802 3.39925 -7.02224 -0.074
O -4.17301 4.71022 -7.50182 -0.212
C -3.09436 5.63101 -7.60326 -0.204
C -3.57198 7.02412 -7.17311 -0.093
N -4.78953 7.42993 -7.96351 0.055
H -4.48932 7.58819 -8.92502 0.180
H -5.39299 6.60088 -7.99355 0.151
C -5.57233 8.70252 -7.47173 -0.041
C -6.88518 8.67085 -8.19033 -0.200
O -7.36601 7.35614 -8.17477 -0.184
C -8.74032 7.08491 -8.23888 -0.053
H -3.34119 2.83717 -7.81113 0.098
H -4.88302 2.98229 -6.95098 0.103
H -3.42541 3.39165 -6.02033 0.092
H -2.68297 5.70812 -8.62567 0.134
H -2.23763 5.27908 -6.98417 0.139
H -2.73172 7.73429 -7.37878 0.154
H -3.93689 7.03625 -6.14228 0.137
H -4.87501 9.51469 -7.67932 0.148
H -5.60893 8.55231 -6.44077 0.109
H -6.65521 9.00306 -9.18905 0.134
H -7.45728 9.42605 -7.61927 0.157
H -9.17233 7.16349 -7.29533 0.077
H -8.90726 6.09198 -8.54161 0.084
H -9.23307 7.72406 -8.96671 0.109
C 5.28372 5.25673 4.93620 0.088
O 5.34180 6.50916 4.69501 -0.107
C 5.82344 7.52681 5.59698 -0.165
C 7.13645 8.15668 5.25406 -0.060
N 7.09896 9.05100 3.91870 0.109
H 7.55465 8.50352 3.18083 0.167
H 6.09115 9.16803 3.64240 0.193
C 7.78914 10.38377 4.12979 -0.087
C 6.89210 11.47192 4.64052 -0.313
O 5.98377 12.04333 3.87902 -0.186
C 5.60484 13.47744 3.97371 0.013
H 5.28922 4.90477 5.97544 0.109
H 8.51637 4.79785 2.11038 -0.301
H 4.82343 4.70220 4.19001 0.061
H 5.87872 7.20833 6.72299 0.185
H 5.05381 8.31674 5.63666 0.144
H 8.04417 7.53488 5.37760 0.149
H 7.13043 8.81801 6.17968 0.152
H 8.41094 10.59812 3.19072 0.175
H 8.54266 10.31251 4.88473 0.124
H 7.48992 12.28500 5.00622 0.134
H 6.27172 11.11547 5.45521 0.134
H 6.19473 13.92879 4.72511 0.082
H 4.47495 13.49611 4.27723 0.121
H 5.29127 13.80395 3.01224 0.078
C -6.00526 -6.94825 2.51734 -0.080
O -5.43202 -5.66505 2.42580 -0.211
C -5.05628 -5.39819 1.09014 -0.166
C -6.08049 -4.28368 0.65669 -0.092
N -6.01378 -3.13288 1.56847 0.021
H -5.84957 -3.43071 2.57071 0.160
H -5.20820 -2.56053 1.26774 0.120
C -7.25793 -2.27088 1.62147 -0.048
C -8.19036 -2.84800 2.73057 -0.179
O -7.39719 -3.18184 3.86856 -0.255
C -8.19407 -3.55912 5.02923 -0.042
H -6.83532 -7.10822 1.74803 0.123
H -6.29179 -7.05936 3.52880 0.082
H -5.23496 -7.67714 2.25545 0.097
H -5.14305 -6.21786 0.45669 0.103
H -4.04037 -4.93382 0.96951 0.122
H -7.09530 -4.70145 0.81014 0.142
H -5.81214 -3.86113 -0.30761 0.128
H -7.72978 -2.29474 0.62478 0.144
H -6.88106 -1.27380 1.88293 0.119
H -8.64957 -3.77921 2.44270 0.114
H -9.08748 -2.22461 3.05843 0.156
H -8.84011 -4.38149 4.76275 0.088
H -8.90362 -2.72563 5.25535 0.105
H -7.51785 -3.77743 5.84976 0.089
As -2.15787 -2.07995 0.63745 0.837
F -1.81697 -3.80389 0.54822 -0.256
F -3.84249 -2.38128 -0.11640 -0.310
F -2.65809 -0.42883 0.99480 -0.259
F -0.72992 -1.86062 1.47767 -0.206
F -1.64788 -1.69241 -0.95155 -0.226
F -3.02998 -2.49074 2.22289 -0.320
```


Largest force on an atom for every record listed, in sequence, given in eV/A: 4.2 4.6 1.4 5.7.